# 1
84
Properties=species:S:1:pos:R:3:forces:R:3 method="wB97M-V/def2-TZVPD" energy_ha=-1883.584380 total_charge=0 spin_multiplicity=1 e_lumo_ev=-1.64 e_above_lowest_kcal_mol=41.6 smiles="O=C1C=C(O)C(=O)C=C1O.CC(C)=O.CC(C)=O.CC(C)=O.CC(C)=O.CC(C)=O.CC(C)=O.CC(C)=O"
O -47.87472 -17.90666 -15.76577 1.2498 0.3112 0.7762
O -49.99911 -15.36418 -4.47372 1.4229 -1.6911 0.2775
O -58.52860 -22.05917 -12.82360 0.5793 0.4758 -0.3574
O -54.68811 -19.43188 -5.14206 4.0072 2.2508 -2.5626
O -48.51331 -16.87159 -11.09298 3.4224 2.4827 -0.6402
O -51.24236 -17.42191 -11.41300 -5.9182 1.0280 -1.5406
O -55.31590 -18.79753 -7.76999 2.0514 -0.5729 -0.2661
O -50.65847 -21.26260 -9.64594 -0.3060 -0.5251 1.5072
O -55.82623 -18.28532 -10.36538 -4.8519 -0.0609 -1.2510
O -50.68087 -17.62245 -8.74790 -1.4216 -0.2104 -1.8693
O -49.24283 -12.50611 -9.03286 0.3335 -2.1884 2.2257
C -56.77482 -19.64581 -4.19334 -0.8675 0.2860 1.4167
C -49.09161 -13.19616 -7.97526 -0.5352 2.2086 -5.9189
C -51.83054 -17.85918 -9.18031 0.7394 -0.6390 4.7709
C -55.44132 -20.19635 -4.69800 -4.5766 -1.7225 3.2401
C -49.95106 -17.35083 -16.82612 12.9146 5.8577 -0.6669
C -55.13045 -21.65678 -4.32686 0.1623 0.9528 0.3972
C -48.98467 -17.52394 -15.54440 -2.3435 -1.6554 -2.8813
C -49.37975 -20.70539 -7.61172 -0.8603 2.5450 -9.4177
C -50.60590 -21.40208 -8.43586 2.3243 1.8158 -0.2341
C -53.62108 -17.87582 -10.96623 5.2187 -0.3919 6.7911
C -49.66734 -17.48569 -14.22171 0.7044 -3.6661 1.0194
C -48.10777 -16.54676 -3.58890 -2.7079 1.3176 6.7124
C -52.25090 -17.75848 -10.56506 -2.3860 0.3135 -2.8972
C -49.26710 -16.35828 -4.48631 -0.9812 0.1967 -0.9788
C -47.76168 -14.56959 -11.56338 -2.2543 -2.2573 2.4399
C -58.70227 -19.75005 -13.16502 4.1399 -0.2008 -3.5746
C -57.91620 -21.00304 -12.84930 -0.6244 -0.2112 1.8512
C -49.12911 -14.69554 -8.07447 -3.7472 0.7973 1.1607
C -54.28971 -18.57115 -8.64075 4.4269 2.4310 4.8842
C -52.82268 -18.21832 -8.12870 -5.3679 -2.3301 -2.2808
C -56.47686 -20.93064 -12.45471 0.8487 4.3818 -0.2012
C -46.15263 -16.49041 -10.87611 1.8727 -0.7716 0.4438
C -47.53437 -16.06448 -11.21044 -3.7547 -0.7575 0.8039
C -54.72605 -18.18797 -10.01884 5.8631 -0.4612 0.7365
C -51.64526 -22.01663 -7.56931 4.1549 -4.9782 0.2581
C -49.45166 -17.45675 -5.51530 -4.0275 -0.0211 -0.3163
C -48.89181 -12.39572 -6.77996 -1.7080 1.6227 -0.3272
H -48.30007 -15.18852 -7.75059 2.3988 -1.0810 2.2872
H -50.67781 -17.83356 -16.73578 -11.7054 -6.8199 2.0273
H -58.66629 -18.92734 -12.57052 0.0652 1.7688 2.8672
H -49.17482 -15.18660 -9.01592 -0.8356 0.6531 -1.4732
H -50.34183 -17.14968 -6.15000 1.1862 0.0088 0.4099
H -55.94832 -20.66063 -13.40991 -0.0811 -0.0579 0.9062
H -50.44064 -17.72518 -11.15393 4.3529 -1.1931 1.9083
H -49.87854 -11.99163 -6.40118 1.0594 -0.0328 -0.7656
H -50.07959 -16.28205 -16.77031 -0.5358 0.3919 -1.0440
H -47.46634 -13.95916 -10.71184 0.5997 0.2643 -0.4535
H -48.27889 -21.02756 -8.19021 -3.2952 1.9924 1.0412
H -54.02951 -21.48204 -3.99873 -1.5791 -1.3711 -0.9729
H -47.35461 -14.45258 -12.48874 1.9269 1.1050 -2.3427
H -55.36681 -22.15167 -5.37072 0.8709 0.0388 2.4648
H -56.17895 -20.08879 -11.62768 -1.1925 -1.7650 -2.2677
H -48.65101 -17.61849 -6.19203 1.0145 -0.3072 -0.2342
H -49.88920 -16.56320 -13.84590 -1.5615 2.6754 0.3668
H -55.75277 -21.99898 -3.35524 1.2599 0.5133 -2.7903
H -52.49093 -18.48558 -7.06572 -0.6110 0.6271 -1.7828
H -53.97185 -17.67366 -11.83852 -1.5166 1.1623 -5.8109
H -54.93504 -18.99961 -6.85716 -0.5358 0.5029 -1.1955
H -47.20794 -16.70202 -3.95120 4.1512 -0.7697 -2.8813
H -48.08511 -17.45178 -2.73443 -0.9658 2.2064 -2.3115
H -46.21393 -17.39023 -10.30336 -0.4580 -0.9837 0.2030
H -48.14064 -11.62970 -6.99428 -0.4184 -0.0456 0.2551
H -47.98535 -15.56173 -2.97596 -0.3404 -1.7238 -0.8214
H -48.62993 -13.04051 -6.06134 1.5578 -2.0466 3.2886
H -51.20860 -22.43500 -6.60010 -0.4875 0.7958 -1.2292
H -59.62115 -20.15686 -13.30678 -3.0089 -0.2624 -0.9906
H -49.46533 -17.83093 -17.74674 -0.1098 1.5134 1.2170
H -49.90594 -18.41496 -5.11697 1.2598 0.8146 0.1173
H -50.09640 -14.98238 -7.48729 1.8761 0.0109 -0.7242
H -49.79765 -19.62269 -7.45406 1.6503 -1.6245 -0.7511
H -50.50741 -18.28687 -14.10638 1.1942 1.8224 -0.5807
H -52.14219 -22.85337 -8.03880 0.1205 -0.3899 -0.5413
H -49.20522 -21.10393 -6.79083 0.8517 -3.6961 7.9117
H -48.93894 -17.76858 -13.45324 0.1904 -0.4364 -0.2551
H -45.52834 -16.82055 -11.76404 -0.6695 0.9905 0.8144
H -56.07801 -21.80106 -12.09764 0.6568 -2.5264 0.7093
H -58.17978 -19.18481 -14.07446 -1.4050 -1.6816 1.0040
H -56.91481 -18.53366 -4.28034 0.5920 -1.0671 -0.4304
H -56.61714 -19.78805 -3.04082 -1.0623 -0.1562 -1.8993
H -57.70203 -20.11891 -4.65552 1.2147 0.1471 1.1167
H -52.38408 -21.42666 -7.36916 -4.2072 4.1792 1.3941
H -45.57024 -15.87083 -10.12702 -0.6767 0.1697 -1.5105
H -48.82910 -14.37624 -11.70410 0.0127 -0.2783 0.2193

# 2
96
Properties=species:S:1:pos:R:3:forces:R:3 method="wB97M-V/def2-TZVPD" energy_ha=-4310.551060 total_charge=0 spin_multiplicity=1 e_lumo_ev=-2.11
K -4.80579 0.42651 -4.02819 -5.4874 -4.4228 -0.7395
Cl 1.39546 6.48468 -11.24512 0.0043 0.0568 0.0179
Cl 4.04067 7.70395 -11.24392 -0.1048 -0.0304 0.0503
Cl 3.68134 5.00331 -10.21369 -0.1802 0.3721 -0.0218
F 4.45547 5.49972 -4.92612 -0.5826 -0.4481 -1.3192
F 3.33815 3.84838 -6.21499 0.5607 1.2158 0.0698
F 5.12993 5.08357 -7.16403 -1.3502 0.0500 1.0649
F 3.05328 6.14876 -6.72855 0.8808 -1.0165 0.4011
O -3.37549 1.71347 -3.66397 11.8809 4.7746 1.9051
O 3.00034 -2.14613 -0.88487 -1.7061 0.9935 -2.0434
O -1.85770 0.92687 2.82929 -1.2056 0.7075 -7.8943
O 0.37342 0.24092 -4.63921 -0.1738 0.2476 0.3104
O -4.30579 0.29694 -1.14084 6.7753 2.7938 3.3945
O -3.46915 0.87146 0.99680 5.4889 0.1351 -2.3110
O -9.43660 -1.01152 -1.28271 -3.6538 1.6088 6.1031
O -8.00370 -2.19756 -2.42325 1.1302 -4.3801 1.1964
O -8.34383 -0.30097 -3.03253 -0.0972 4.9583 -1.9770
N 0.90109 -1.89532 -5.12340 0.5045 -0.9460 0.8134
N -0.10769 -0.59357 -6.67595 -0.7078 0.5367 -0.8638
N -1.33776 -2.84126 6.73632 -0.6589 0.0011 0.2826
C 1.52062 -2.16816 -0.93646 -0.3890 -0.3910 0.4497
C -2.06997 1.03113 1.51496 0.6395 -0.2014 4.3582
C 2.52253 3.38083 -0.00280 -0.3416 -0.4200 0.5374
C -2.08086 -5.04648 7.93713 -0.2418 -0.2002 -0.1888
C -0.96632 -0.82574 5.20730 -0.0579 0.0504 0.0481
C 2.94343 6.60444 -10.39148 0.2034 -0.2626 0.3285
C -1.71064 1.11901 -0.95078 0.6266 0.3142 3.6500
C 3.79364 0.17898 -1.68391 -0.2883 -0.8701 -0.2040
C -3.23458 0.74170 -0.47933 -4.6148 -1.7715 -2.3931
C -0.94927 1.29939 0.31786 -3.0592 -0.6767 -1.4374
C 0.01033 -1.63312 4.36818 0.0753 0.1544 -0.1671
C -8.63904 -1.16168 -2.19543 3.3517 -1.0461 -3.4859
C -0.30828 -3.60744 5.90227 0.0762 0.2539 0.1179
C -1.04408 1.24739 -2.46368 -1.7628 0.2967 1.0290
C -1.99206 -1.72690 5.88429 0.3804 0.0504 0.0157
C -2.50000 -3.78439 7.17227 0.5633 0.3611 0.3491
C -0.69715 -2.22399 7.98326 -0.1723 -0.3152 -0.7182
C 0.99479 3.23872 0.66327 1.3423 0.2369 0.9999
C 0.69536 -2.69285 5.21240 0.1340 0.1174 -0.0462
C 2.40455 3.69280 -1.60775 1.2036 0.8093 0.3756
C 3.35116 2.76241 -2.57034 -0.6213 0.2610 -1.1445
C -1.82871 -6.26184 7.05211 0.1051 -0.2897 -0.0069
C 2.92463 1.18186 -2.64992 0.9589 -0.6985 -0.5013
C -2.05258 1.89013 -3.58656 -3.7882 -0.3488 -0.5809
C 3.55304 -1.42792 -2.07756 1.0471 0.0829 0.3366
C 0.38806 -0.68993 -5.42911 0.0713 0.0607 -0.2901
C 0.62406 1.64174 0.62698 -1.1201 -0.3572 -0.0247
B 3.99421 5.14516 -6.25843 0.3562 0.1209 -0.1573
Li -9.33660 -0.13348 0.46027 -0.0656 -0.9236 -2.0515
H -0.86577 -4.18129 5.15377 -0.0347 0.1031 0.2286
H 1.26823 3.68244 -1.88692 2.1359 -0.2445 0.2097
H -0.22807 -3.01442 8.57217 -0.1481 0.1168 -0.1306
H -2.64876 -1.14876 6.54516 0.1276 -0.3002 -0.0274
H 4.95104 0.35222 -1.79251 -2.3452 0.0071 0.3333
H 1.10256 -2.04548 0.17052 0.9259 -0.2686 -2.3655
H 0.06638 -1.50409 7.68195 -0.2334 -0.1590 -0.0018
H -2.60662 -2.22234 5.12318 0.1539 -0.0598 0.2263
H 3.45866 0.25755 -0.54542 0.9060 -0.0838 -2.3967
H 0.22129 -4.28946 6.57387 -0.3193 0.0376 -0.0393
H -1.48882 -0.10926 4.56388 -0.0494 -0.2023 0.2432
H 0.92214 -2.67378 -5.76036 0.0244 0.1617 0.0964
H -0.75579 0.16838 -2.82081 -0.3023 2.3267 0.4938
H -0.52048 -2.10935 3.53535 0.0034 0.0514 0.0380
H -1.68348 -7.15078 7.67604 -0.0524 0.1509 -0.1479
H 1.16796 -3.21537 -1.35916 0.6083 2.0869 0.8094
H 3.04808 2.33765 0.23207 -0.9971 2.2155 -0.7181
H 4.51313 2.86634 -2.33946 -2.5955 -0.1842 -0.1853
H 2.75608 7.00991 -9.39391 0.1018 -0.2049 -0.2453
H 1.26416 1.15489 -0.22790 -1.3183 0.7409 1.6984
H -0.13146 1.97930 -2.36218 -1.6742 -1.7327 -0.3679
H 1.05715 -1.31576 -1.60383 1.0396 -1.5012 1.2848
H 1.28482 -2.01036 -4.19446 -0.1236 -0.0281 -0.3979
H 0.87163 1.14557 1.68399 -0.4775 1.0435 -2.4761
H -2.68146 -6.45300 6.39234 0.1102 0.0219 0.0889
H 0.75990 -0.96702 3.92580 -0.1722 -0.1217 0.0518
H -2.91608 -5.31263 8.59868 0.1564 0.2720 -0.0603
H 2.76917 4.81755 -1.77401 -0.9053 -2.4503 0.2820
H 0.20819 3.94032 0.15241 1.5238 -1.5113 0.8494
H -3.15406 -3.17192 7.80776 0.2618 0.0269 -0.2784
H -1.22219 -4.87912 8.59116 -0.0852 0.1435 -0.0072
H -1.47816 -1.72354 8.56190 0.1296 -0.1276 -0.1600
H -0.10472 -1.34882 -7.34063 0.0516 0.1597 0.1059
H -1.54532 2.54480 -4.44561 -0.9057 -1.4662 1.8979
H 1.34937 -2.21632 5.95104 -0.0427 -0.0695 -0.0279
H -0.50348 0.29718 -6.94659 0.2612 -0.3065 -0.0204
H 3.22384 3.19550 -3.67552 0.3395 -0.8550 2.4010
H 3.13946 0.82973 -3.76983 -0.5557 0.7515 2.4083
H 1.34800 -3.29861 4.57262 -0.1490 -0.0960 0.2564
H 1.79230 0.95830 -2.45808 2.0256 0.6620 -0.3782
H -0.42220 -0.23261 5.94874 -0.0376 -0.0266 0.0135
H -0.93708 -6.15572 6.43491 -0.0633 -0.0607 -0.0165
H 1.11923 3.58227 1.79446 -0.6335 -0.7749 -2.3492
H 3.18175 4.18615 0.58109 -1.6462 -1.6087 -1.4049
H -3.06009 -4.04975 6.26889 0.2545 0.1151 0.0824
H 2.88575 -1.57101 -3.02813 1.0502 0.3769 1.8402
H 4.58785 -1.96948 -2.31856 -2.2525 1.2672 0.6260

# 3
86
Properties=species:S:1:pos:R:3:forces:R:3 method="wB97M-V/def2-TZVPD" energy_ha=-2859.196378 total_charge=0 spin_multiplicity=1 e_lumo_ev=-2.42
Cl -2.37982 0.54764 -2.85951 -2.6995 0.6363 -1.9599
Cl 6.34780 5.01171 -2.91364 -1.7794 -1.6138 0.4490
P 0.15544 -0.26220 -0.16520 0.5026 -5.4967 -2.1364
O 3.76134 4.05982 -3.28377 6.9816 -0.7253 3.5766
O 0.88262 -1.65302 -0.40759 -1.7259 4.9277 1.3042
O -0.96977 -0.56196 1.09863 2.2487 1.5606 -0.9414
O -0.70768 0.12316 -1.66115 3.4254 1.4252 4.6704
O 1.53680 0.15958 -3.68731 7.2302 0.9947 2.7344
N 1.90528 3.51024 1.01679 4.1177 -0.5492 -3.3331
N 2.97970 -0.00769 -1.78682 1.0925 2.4017 0.0065
N 1.14404 2.41501 0.83462 -1.2843 -1.9714 -0.1854
C -0.16084 2.50599 1.67792 -1.7432 0.9911 0.9076
C -1.55825 2.64404 0.79164 -0.0550 -0.0648 -0.6210
C -5.11908 -1.38635 0.29744 -1.0098 -1.1137 -0.5560
C 2.67386 1.13150 -0.87982 -0.2375 4.0278 1.8006
C 2.77338 0.29044 -3.23290 -6.2627 -0.2659 -2.8282
C 4.98050 2.65075 -1.54258 0.1159 1.1097 0.5676
C 4.25577 -0.72024 -1.47078 1.2421 -1.0241 1.4065
C 4.06015 4.98091 0.55317 -0.0011 -1.2228 1.6230
C -2.69347 3.54554 1.53845 -0.7499 0.6924 0.5093
C 3.15412 3.62210 0.29053 -2.1295 -1.9113 -0.3368
C -5.51037 -0.98381 1.80982 0.6786 -0.1253 0.9375
C -3.87795 2.79924 2.41772 -0.1674 -0.4784 0.3141
C -3.49469 -4.96576 -1.30833 0.2003 -0.0342 0.0470
C -0.26942 -6.67947 0.41226 0.5067 0.2503 -0.7380
C -1.96053 -4.88534 -0.74668 -0.0214 0.3659 -0.5898
C 3.87617 0.78030 -4.31690 -0.4548 -0.5634 -0.5355
C 4.87603 3.88108 -2.64770 -5.9558 0.0526 -2.1198
C -1.09571 -6.24895 -0.95370 0.3878 -0.2688 0.1565
C 3.58084 2.45115 -0.70404 -1.9899 -1.1912 0.0806
C 4.71090 4.83637 2.07357 -0.4907 -1.1366 0.5829
C -4.77222 0.32853 2.45803 -0.8119 0.2866 0.1725
C -4.94597 1.77432 1.67474 1.2099 -0.4499 -0.1066
C 1.03954 -5.71017 0.66359 -0.0750 -0.0510 0.3750
C -4.27177 -3.51748 -1.26931 -0.3548 -0.7364 -0.2107
C 1.30360 1.20033 0.03395 3.7745 1.5455 -0.4629
C 5.13240 3.27247 2.40384 0.1372 0.5546 0.6621
C -4.53010 -2.94914 0.24245 -0.0738 0.0651 0.0668
H -3.33491 2.15323 3.22653 -1.0254 1.3337 -1.2385
H -5.27891 0.47858 3.51106 1.1025 -0.2556 -1.8731
H -0.97276 -6.66968 1.35412 1.2954 -0.0278 -1.9367
H -4.62503 1.70279 0.55133 -0.7502 -0.1034 1.9845
H -1.72851 -7.17665 -1.29286 0.8520 1.8841 0.7195
H -0.14268 3.49355 2.32662 0.5983 -2.0184 -1.5835
H 4.98262 0.62765 -4.01095 -1.9281 0.4309 -0.4708
H 4.96925 5.03879 -0.16296 -1.9654 -0.0171 0.9081
H -1.43089 -4.02916 -1.36270 -1.0415 -1.5869 1.3485
H -0.45947 -0.77042 1.92676 -0.5701 0.0029 -1.1997
H -0.34324 -6.05159 -1.83938 -1.2782 -0.5225 1.8619
H 3.89522 5.10301 2.88067 1.6290 -0.2893 -1.7215
H 3.67883 0.14792 -5.29434 0.3754 1.1851 2.1457
H -2.14752 4.24683 2.31697 -1.1039 -1.1507 -1.6553
H -1.30062 3.16601 -0.22965 -0.3746 -0.9475 1.9852
H 3.62510 1.88715 -4.62112 0.5668 -2.1451 0.9334
H -3.42391 -5.37674 -2.41347 -0.2609 0.9944 2.0995
H 1.24157 -4.97788 -0.22230 -0.4936 -1.3719 1.6010
H -5.33813 -3.64998 0.72916 1.4385 1.3627 -0.8326
H -5.32669 -3.71684 -1.76361 2.0401 0.5874 0.9428
H 5.81189 3.26813 3.35394 -1.1778 0.0226 -1.7715
H 5.63900 5.52144 2.22836 -1.7753 -1.1210 -0.5102
H 5.29597 1.71849 -2.15384 -0.6020 1.5911 1.2900
H -1.92110 -4.57045 0.37034 -0.1902 -0.5665 -1.8783
H 1.99297 -6.36806 0.82297 -1.7449 1.2486 -0.2964
H -4.43389 -0.62911 -0.25039 -0.9590 -1.3507 1.0703
H -3.63631 0.15918 2.65946 -1.9862 0.1043 -0.6155
H -2.01753 1.61343 0.52732 0.9241 1.6674 0.4764
H -6.12936 -1.42737 -0.31114 2.0475 0.1834 0.9929
H 4.18398 2.63917 2.69190 1.9131 1.1755 -0.8934
H -4.13844 -5.74569 -0.72045 1.2828 1.3318 -0.8873
H 5.80321 2.98393 -0.76781 -1.4717 -0.9636 -1.6722
H 4.64334 -0.37876 -0.41039 -0.8491 -0.7379 -2.0973
H -5.18858 -1.90198 2.47594 -0.6916 1.8100 -1.0866
H 0.15245 -7.75399 0.26511 -0.9620 1.7816 0.3007
H -3.69946 -2.77985 -1.95229 -0.9127 -1.0043 1.3061
H -4.54430 3.59125 2.95454 1.6089 -1.1404 -0.8705
H 3.39715 5.93122 0.58228 1.1237 -1.7861 -0.5743
H -3.57162 -3.05980 0.92356 -1.7716 0.4105 -1.4732
H -0.62461 1.12250 -1.80260 -0.4043 -1.9126 0.1051
H 4.07952 -1.88343 -1.41841 0.1246 2.3726 -0.1347
H -3.25704 4.22164 0.75141 1.4013 -1.3287 1.4757
H -6.65688 -0.85057 1.98590 2.0343 -0.2473 -0.6095
H 5.13526 -0.54517 -2.20409 -1.6183 -0.0970 0.9702
H 0.89011 -5.07562 1.62972 0.3211 -1.0426 -1.7844
H -6.05742 2.14603 1.72431 2.2451 -0.6372 -0.0305
H 5.74608 2.79535 1.53568 -1.2377 0.7339 1.5341
H -0.24637 1.64085 2.44741 0.4436 1.2645 -1.6433

no.,highest occupied orbital energy (eV)
1,-8.85
2,-4.19
3,-6.45